Record 1
Entry from OMol25: a 3-piece molecular cluster, C2H4ClFO2 overall (ωB97M-V/def2-TZVPD).

Values from the calculation:
Molar mass = 114.50 g/mol
Energy relative to the best compared isomer or geometry (same formula, charge and spin) = 1.348 eV
Total energy = -21472.3113 eV

The geometry in XYZ format:
```
10
Properties=species:S:1:pos:R:3:lowdin_charge:R:1
Cl -2.160 0.611 -0.589 0.6367
F -0.111 0.806 2.677 -0.0598
O -1.258 -1.329 0.892 -0.0293
O 0.790 -0.286 -0.926 -0.0731
C -1.502 -0.967 -0.241 -0.7111
C 1.709 0.510 -0.886 -0.1090
H -1.448 -1.495 -1.278 0.1157
H 1.519 1.668 -0.559 0.1250
H -0.333 0.089 2.175 0.0064
H 2.795 0.392 -1.263 0.0985
```

***

Record 2
Entry from OMol25: one molecule with the formula C4H7NO2 (ωB97M-V/def2-TZVPD).

Values from the calculation:
Molar mass = 101.10 g/mol
Energy relative to the best compared isomer or geometry (same formula, charge and spin) = 2.791 eV
Total energy = -9844.4888 eV

The geometry in XYZ format:
```
14
Properties=species:S:1:pos:R:3:lowdin_charge:R:1
O -0.061 0.413 -0.973 -0.0322
O -2.932 0.684 1.117 0.0648
N 0.931 -0.337 1.052 0.1221
C -0.992 1.157 -0.215 -0.1493
C -2.121 0.288 0.321 -0.2349
C 1.911 -0.928 -0.957 0.0156
C 0.891 -0.307 -0.327 -0.4976
H -1.427 1.876 -0.913 0.1414
H -2.160 -0.743 -0.089 0.1378
H 1.836 -0.790 1.199 0.1008
H -0.518 1.699 0.611 0.1361
H 2.192 -1.908 -0.579 0.0516
H 2.324 -0.585 -1.891 0.0441
H 0.126 -0.518 1.646 0.0996
```

***

Record 3
Entry from OMol25: C35H22Br2IrN4O9P as an isolated structure (ωB97M-V/def2-TZVPD).

Values from the calculation:
Spin multiplicity = 2
Molar mass = 1025.58 g/mol
Energy relative to the best compared isomer or geometry (same formula, charge and spin) = 1.179 eV
Expectation value of S² = 0.78
Charge = +1
Total energy = -213241.7851 eV

The geometry in XYZ format:
```
74
Properties=species:S:1:pos:R:3:lowdin_charge:R:1
Ir -0.491 -0.233 0.449 1.3313
Br -3.163 3.641 -1.471 0.9343
Br 1.793 6.210 -1.192 0.9304
P -2.351 -1.542 0.205 1.0186
O -1.543 1.425 -0.073 -0.1441
O -0.868 0.813 3.176 -0.0191
O 2.554 0.749 -1.515 0.1014
O 6.105 -4.369 -0.508 0.0919
O 0.600 -1.852 0.917 -0.2193
O 6.331 -2.443 -1.450 0.0911
O 0.391 -4.704 0.866 0.0935
O 0.560 -0.187 -1.250 -0.1915
O 2.067 -5.223 2.110 0.1045
N -1.242 -0.307 2.406 -0.1646
N 0.898 1.464 0.905 0.0213
N 1.517 -4.529 1.282 -0.3419
N 5.694 -3.279 -0.845 -0.3554
C 4.312 -2.938 -0.484 -0.1233
C -2.263 -4.935 3.305 -0.0337
C -5.623 -0.117 2.204 -0.0587
C 2.292 -3.482 0.626 -0.0593
C -3.969 -2.861 -3.310 -0.0613
C -6.089 0.868 1.346 -0.0588
C -2.618 -2.262 -1.417 -0.3443
C -1.727 -2.667 2.681 -0.2250
C -1.613 -3.362 -3.304 -0.0502
C 3.002 2.524 1.256 0.0143
C 2.119 1.451 1.407 -0.0578
C -4.503 -0.861 1.865 -0.0670
C -1.493 -2.799 -2.046 -0.0712
C -1.229 -1.374 3.123 -0.0362
C -0.868 2.481 -0.266 -0.3249
C 3.757 -1.760 -0.936 0.0854
C -5.440 1.105 0.142 -0.0770
C 3.580 -3.823 0.280 0.0931
C 1.875 -0.183 -1.138 -0.5827
C 2.470 -1.415 -0.559 -0.0598
C -2.288 -2.888 1.408 -0.2892
C -3.859 -2.296 -2.047 -0.0749
C 1.311 3.656 -0.006 -0.1601
C -1.717 -3.696 3.616 -0.0009
C 1.712 -2.231 0.317 -0.2451
C 2.609 3.621 0.535 0.0208
C -1.389 3.634 -0.922 -0.5642
C 0.497 2.548 0.216 -0.1413
C -4.318 0.368 -0.199 -0.1274
C -2.849 -3.383 -3.939 -0.0571
C -3.843 -0.623 0.660 -0.3314
C -2.835 -4.120 1.113 -0.0402
C 0.750 4.740 -0.759 -0.5827
C -0.572 4.720 -1.181 -0.1392
C -2.827 -5.141 2.062 -0.0280
H -2.242 -5.732 4.035 0.1196
H 2.408 0.563 1.957 0.1408
H -1.388 1.537 2.800 0.1053
H -4.738 -1.900 -1.556 0.1066
H -4.159 -1.637 2.535 0.1048
H 3.282 4.452 0.379 0.1003
H -0.911 -1.270 4.156 0.1564
H -4.933 -2.894 -3.801 0.1116
H 3.994 -4.775 0.577 0.1416
H -0.742 -3.778 -3.793 0.1149
H -2.936 -3.803 -4.932 0.1127
H -6.134 -0.312 3.137 0.1124
H 4.319 -1.103 -1.585 0.1409
H -6.966 1.444 1.611 0.1129
H -5.805 1.871 -0.529 0.1002
H -3.812 0.562 -1.136 0.0942
H -0.532 -2.779 -1.545 0.0995
H -1.289 -3.523 4.595 0.1259
H 3.989 2.465 1.690 0.1281
H -0.968 5.565 -1.725 0.1094
H -3.279 -4.295 0.142 0.1183
H -3.253 -6.103 1.813 0.1206
```

***

Record 4
Entry from OMol25: an isolated ion of composition C6H13N2S and charge +1 (ωB97M-V/def2-TZVPD).

Values from the calculation:
Molar mass = 145.25 g/mol
Energy relative to the best compared isomer or geometry (same formula, charge and spin) = 2.904 eV
Charge = +1
Total energy = -20239.5758 eV

The geometry in XYZ format:
```
22
Properties=species:S:1:pos:R:3:lowdin_charge:R:1
S -0.459 1.983 0.920 1.0616
N -2.056 0.077 1.220 0.1240
N 1.772 -0.067 1.078 -0.0518
C 1.135 2.033 0.008 -0.3526
C 2.200 1.301 0.924 -0.3020
C -1.234 -2.616 -1.857 0.0166
C -1.621 -1.449 -1.349 -0.1762
C -0.683 -0.338 -0.821 -0.1907
C -1.211 0.538 0.234 -0.4571
H -1.929 -3.423 -2.114 0.0722
H 0.301 -0.573 -0.505 0.0799
H 3.223 1.363 0.549 0.1203
H -2.288 -0.869 1.335 0.1113
H 1.385 3.001 -0.178 0.0415
H -2.722 -1.105 -1.497 0.1425
H 1.482 -0.190 2.050 0.0856
H -0.184 -2.965 -1.988 0.0847
H -0.383 0.265 -1.781 0.1745
H 2.534 -0.769 0.950 0.1134
H 1.023 1.431 -0.880 0.0610
H 2.323 1.600 1.983 0.1199
H -2.606 0.773 1.718 0.1216
```

***

Record 5
Entry from OMol25: C44H38FeN6O5Te as an isolated structure (ωB97M-V/def2-TZVPD).

Values from the calculation:
Molar mass = 914.27 g/mol
Energy relative to the best compared isomer or geometry (same formula, charge and spin) = 2.485 eV
Total energy = -107102.4391 eV

The geometry in XYZ format:
```
95
Properties=species:S:1:pos:R:3:lowdin_charge:R:1
Te 4.491 -0.520 -0.223 1.2787
Fe -0.422 -0.634 1.109 0.7557
O 0.785 0.891 1.859 -0.1328
O 1.011 -1.790 2.255 -0.0528
O 4.725 3.205 3.091 -0.0660
O -1.877 -1.280 -0.143 -0.1286
O -5.738 -2.149 -0.447 0.0860
N -3.260 -3.638 4.132 0.1001
N 0.192 0.164 -0.871 0.0708
N -2.066 0.612 2.215 0.1211
N -3.703 0.638 3.744 0.1403
N -3.436 1.877 3.287 0.0354
N -1.714 -2.055 2.464 0.1025
C -0.049 1.877 -2.548 -0.2046
C 3.891 2.145 3.138 -0.2931
C 0.308 3.068 -1.921 -0.0272
C 1.059 3.967 -4.023 -0.0903
C -3.857 -1.104 -1.397 -0.0729
C 0.853 4.112 -2.656 -0.0783
C -3.930 -5.725 0.576 -0.0904
C -1.996 0.381 -1.847 -0.0706
C -2.526 -0.705 -1.088 -0.3088
C -2.807 1.053 -2.772 0.0114
C -3.858 -3.551 -0.475 -0.1444
C 4.512 3.143 -2.621 -0.0890
C -2.851 -0.091 3.069 -0.2949
C 5.217 0.487 -3.031 -0.1437
C -2.303 -4.153 3.368 -0.1081
C 0.154 1.738 -3.916 -0.0322
C -2.815 -6.117 -0.159 -0.0935
C 1.636 -2.367 4.432 0.0125
C 1.643 0.456 -0.896 -0.2870
C 2.426 -0.847 -0.713 -0.4718
C -0.592 0.759 -1.699 -0.1746
C 4.419 2.230 -1.577 -0.1536
C -4.117 0.695 -3.025 -0.2675
C 1.910 0.893 2.479 -0.3541
C -2.752 -3.953 -1.215 -0.0239
C -4.442 -4.444 0.421 -0.0289
C -4.617 -0.393 -2.317 0.0250
C 3.533 -0.021 4.076 -0.0329
C 2.363 -0.188 3.298 -0.1134
C 5.320 1.405 -4.073 -0.0880
C -3.448 -2.324 4.048 -0.0546
C -1.521 -3.364 2.539 -0.0788
C -2.225 -5.226 -1.048 -0.0771
C -2.682 -1.537 3.201 -0.1807
C 4.533 4.136 2.037 -0.0658
C 4.964 2.732 -3.870 -0.0912
C 1.658 -1.434 3.250 -0.3671
C 4.292 1.108 4.010 -0.0195
C -4.957 1.443 -4.036 -0.0557
C -2.455 1.850 2.379 -0.1082
C 0.709 2.779 -4.651 -0.0700
C -4.556 -2.238 -0.717 -0.2941
C 2.733 2.047 2.407 0.0296
C 4.763 0.895 -1.778 -0.5609
H -2.395 1.898 -3.313 0.1187
H 0.153 3.167 -0.850 0.1230
H 2.368 -1.461 -1.613 0.0523
H 4.225 4.177 -2.460 0.1017
H -2.309 -3.273 -1.934 0.1190
H -4.406 -6.418 1.262 0.1033
H -4.497 1.423 -5.028 0.0757
H 2.397 2.848 1.759 0.1094
H 5.673 1.079 -5.045 0.1018
H 2.021 -1.419 0.124 0.0165
H 1.940 0.925 -1.829 0.0978
H -5.635 -0.729 -2.489 0.1245
H -0.727 -3.777 1.930 0.1237
H -0.123 0.809 -4.406 0.1269
H -5.951 1.002 -4.116 0.0717
H -2.159 -5.226 3.416 0.1109
H 1.633 -3.401 4.086 0.0902
H -2.412 -7.119 -0.045 0.1001
H 5.210 1.223 4.576 0.1159
H 5.479 -0.551 -3.195 0.0872
H 1.875 1.142 -0.081 0.0799
H -5.078 2.493 -3.754 0.0761
H 0.693 -2.186 4.957 0.0977
H -5.315 -4.120 0.975 0.1169
H 3.578 4.662 2.128 0.0938
H 5.034 3.445 -4.685 0.1022
H 1.123 5.037 -2.160 0.1038
H -2.054 2.719 1.875 0.1416
H 3.878 -0.835 4.705 0.1067
H 5.342 4.857 2.118 0.0943
H -4.218 -1.877 4.669 0.1189
H 2.448 -2.207 5.135 0.0665
H 4.052 2.551 -0.609 0.0669
H -1.359 -5.530 -1.626 0.1022
H 0.868 2.661 -5.717 0.1050
H 4.585 3.641 1.065 0.0717
H -3.954 2.658 3.642 0.1554
H 1.496 4.777 -4.596 0.1029
```